## i
Here is 2 unconnected molecules or ions with the total composition C9H13NO2 from OMol25. Energies are from wB97M-V/def2-TZVPD.

Geometry (Å):
C -1.30101 0.96898 1.11675
C 2.77180 -0.27086 0.23278
C 2.53185 -1.54323 1.08078
H -1.49171 -1.74529 -0.90644
O 3.20572 -2.53955 1.08939
C -1.22445 -0.78927 -0.50473
C -1.16340 1.57132 -1.09855
H -1.33278 -0.97058 1.71006
C -1.34372 1.97594 0.23751
H -1.66601 2.20519 2.53630
H 3.19547 -0.67009 -0.72076
H -0.47413 0.25292 -3.63985
H 1.89940 0.20869 0.12535
H 3.55123 0.49866 0.56514
C -1.27607 -0.13635 -2.95830
H 0.80055 -0.73656 2.15127
O -1.39715 1.21487 2.39541
H -0.80622 2.37234 -1.64196
H -2.17571 0.20771 -3.49704
H -1.52513 2.95305 0.59612
C -1.33391 -0.42187 0.80769
C -1.09960 0.22420 -1.47867
H -1.23525 -1.21529 -3.06565
N 1.61328 -1.35399 2.16027
H 1.27694 -2.26096 2.70713

Results
SMILES ... Cc1ccc(O)cc1.CC(N)=O
HOMO energy ... -0.312 Ha
Spin multiplicity ... 1

Atomic partial charges in e from the Löwdin method, atoms 1 to 4:
1. C -0.415
2. C 0.001
3. C -0.550
4. H 0.108

## ii
Here is 2 unconnected molecules or ions with the total composition C9H13NO2 from OMol25. Energies are from wB97M-V/def2-TZVPD.

Geometry (Å):
H 2.58205 -3.74846 3.41938
C 3.01618 -3.36874 2.50404
H -1.05610 3.45281 0.04124
C -1.43014 0.12995 -0.48838
H 4.07263 -3.63990 2.59758
C -1.17705 1.32085 0.18119
H -1.72399 1.03765 1.99736
H -1.39344 3.42823 -2.47568
C -1.79680 1.37140 -2.52237
C -2.00030 1.32463 -4.03930
N 2.27557 -1.26390 3.47585
C -1.70609 0.15616 -1.85007
C -1.24938 2.51625 -0.47783
H -3.00639 0.94899 -4.23740
H -1.33321 -0.79262 0.05466
H 1.93163 -1.79619 4.25848
C 2.96073 -1.85085 2.45811
H -1.27710 0.65328 -4.47597
H -1.91635 2.31070 -4.49609
H 2.57580 -3.79259 1.60725
H -1.79082 -0.79450 -2.36476
H 2.33797 -0.26571 3.58219
C -1.45648 2.54738 -1.85830
O -0.89952 1.32127 1.54827
O 3.46062 -1.20608 1.56057

Results
SMILES ... Cc1ccc(O)cc1.CC(N)=O
HOMO energy ... -0.322 Ha
Spin multiplicity ... 1

Atomic partial charges in e from the Löwdin method, atoms 1 to 4:
1. H 0.061
2. C -0.010
3. H 0.119
4. C -0.017

Which is more stable than every other structure shown? ii is more stable than every other one.